C28H45Cl2LuN2P as an isolated structure. Source: the Open Molecules 2025 dataset; level of theory: ωB97M-V with the def2-TZVPD basis set.

The calculation puts the gap between HOMO and LUMO (alpha / beta) at 3.214 / 3.215 eV. The value obtained for the LUMO energy (alpha / beta) is 1.78 / 1.78 eV. The calculation puts the total energy at -3700.7612 Eh. Its charge is -1.

Cartesian coordinates (Å):
P: -0.07 -0.77 -1.64
C: 0.44 0.79 -2.47
C: 0.51 0.65 -3.99
C: 1.09 1.93 -4.61
C: 0.34 3.20 -4.17
C: 0.15 3.30 -2.65
C: -0.40 2.01 -2.03
C: -1.87 -1.05 -1.53
C: -2.52 -1.16 -2.91
C: -3.98 -1.61 -2.72
C: -4.77 -0.71 -1.77
C: -4.07 -0.44 -0.44
C: -2.60 -0.04 -0.61
C: 0.84 -2.23 -2.21
C: 2.36 -1.94 -2.15
C: 3.22 -3.18 -2.44
C: 2.82 -4.42 -1.62
C: 1.31 -4.70 -1.66
C: 0.46 -3.46 -1.34
H: 1.46 0.97 -2.08
H: -0.49 0.45 -4.40
H: 1.16 -0.20 -4.28
H: 1.12 1.84 -5.70
H: 2.14 2.01 -4.27
H: 0.88 4.08 -4.53
H: -0.65 3.21 -4.65
H: 1.11 3.53 -2.17
H: -0.52 4.14 -2.40
H: -0.38 2.08 -0.93
H: -1.44 1.87 -2.36
H: -1.97 -2.03 -1.01
H: -3.95 -2.64 -2.32
H: -1.99 -1.89 -3.54
H: -2.49 -0.18 -3.41
H: -4.46 -1.68 -3.71
H: -5.74 -1.17 -1.57
H: -4.98 0.24 -2.27
H: -4.60 0.35 0.12
H: -4.11 -1.34 0.19
H: -2.07 0.00 0.36
H: -2.54 0.97 -1.04
H: 0.49 -2.36 -3.25
H: 2.64 -1.14 -2.84
H: 2.60 -1.57 -1.13
H: 3.15 -3.41 -3.51
H: 4.27 -2.94 -2.23
H: 3.13 -4.28 -0.57
H: 3.36 -5.29 -2.00
H: 1.07 -5.49 -0.93
H: 1.02 -5.07 -2.65
H: -0.61 -3.71 -1.45
H: 0.61 -3.18 -0.28
Lu: 1.13 0.59 2.96
Cl: 0.02 -1.47 2.29
Cl: 2.81 0.48 1.22
C: 0.01 2.21 1.86
H: 0.36 2.82 1.02
C: -1.22 2.54 2.44
C: -2.03 1.51 3.09
C: -3.19 1.85 3.78
C: -3.61 3.19 3.85
C: -2.86 4.20 3.21
C: -1.72 3.90 2.50
H: -1.72 0.45 3.01
H: -3.78 1.07 4.28
H: -3.18 5.24 3.29
H: -1.12 4.67 2.01
H: -4.50 3.45 4.42
C: 3.96 -1.18 7.22
N: 3.66 0.18 6.69
C: 4.74 1.18 6.90
C: 2.76 0.38 5.79
N: 1.94 0.65 4.98
H: 4.69 -1.03 8.02
H: 4.38 -1.82 6.44
H: 3.04 -1.63 7.63
H: 5.41 1.23 6.03
H: 4.29 2.17 7.10
H: 5.30 0.83 7.77

Results of the Löwdin charge analysis, in e, for atoms 1 through 4:
1. P 1.0609
2. C -0.4543
3. C -0.2259
4. C -0.2106

C28H45F7N3O26S4Y as an isolated structure. Source: the Open Molecules 2025 dataset; level of theory: ωB97M-V with the def2-TZVPD basis set.

Its spin multiplicity is 2. The calculation puts the gap between HOMO and LUMO (alpha / beta) at 3.942 / 7.683 eV. Its expectation value of S² is 0.752. The value obtained for the LUMO energy (alpha / beta) is -0.31 / -0.32 eV. The calculation puts the total energy at -5544.5109 Eh. Its charge is -1.

Cartesian coordinates (Å):
Y: 1.60 -1.62 -0.17
C: -1.15 -2.83 2.31
O: -0.79 -4.24 2.49
O: -0.14 -2.33 1.42
C: -2.62 -2.50 1.88
F: -2.81 -1.17 1.76
F: -3.01 -2.99 0.64
F: -3.60 -2.84 2.78
C: -1.40 -5.00 3.51
C: -0.86 -6.39 3.42
H: -1.39 -6.84 4.26
H: -1.13 -6.97 2.53
H: 0.23 -6.35 3.40
H: -2.49 -5.03 3.45
H: -1.22 -4.58 4.50
H: -1.13 -2.32 3.28
N: 0.19 -0.07 -0.82
S: -0.68 1.17 -0.38
O: -2.05 1.22 -0.86
O: 0.08 2.39 -0.20
F: -0.93 0.70 1.15
S: -0.07 0.35 -2.50
O: 0.32 1.66 -2.99
O: -1.03 -0.41 -3.25
F: 1.28 -0.41 -2.97
N: 3.42 -0.65 -1.05
S: 4.73 -1.09 -1.82
O: 5.97 -1.17 -1.08
O: 4.81 -1.05 -3.23
F: 4.23 -2.66 -1.73
S: 4.01 0.96 -1.33
O: 4.06 1.56 -2.67
O: 5.09 1.34 -0.39
F: 2.67 1.66 -0.66
O: 2.53 -0.37 1.73
C: 2.56 -0.22 2.94
O: 3.51 0.44 3.68
C: 4.75 0.73 3.12
C: 5.74 1.10 4.16
C: 1.30 -0.41 3.69
H: 4.72 1.55 2.40
H: 5.18 -0.15 2.64
H: 6.44 0.27 4.15
H: 5.33 1.26 5.16
H: 6.15 2.06 3.83
H: 1.35 -0.10 4.74
H: 0.99 -1.45 3.69
H: 0.49 0.22 3.32
O: -2.22 2.37 5.13
C: -3.21 1.90 4.56
O: -4.31 1.25 5.04
C: -4.40 0.81 6.39
C: -3.41 -0.34 6.58
C: -3.42 2.14 3.04
H: -5.43 0.46 6.48
H: -4.31 1.65 7.08
H: -2.47 -0.26 6.03
H: -3.90 -1.28 6.34
H: -3.03 -0.42 7.60
H: -3.09 1.29 2.44
H: -2.83 2.99 2.70
H: -4.48 2.19 2.79
C: 0.93 5.70 1.64
C: 1.16 4.42 2.52
C: -0.10 3.72 3.11
C: -0.91 4.62 3.92
N: -1.52 5.33 4.54
H: 0.79 6.62 2.20
H: 0.02 5.71 1.03
H: 1.78 5.83 0.97
H: 1.77 4.65 3.39
H: 1.79 3.70 1.99
H: 0.22 2.88 3.72
H: -0.65 3.18 2.35
C: -1.77 -3.18 -5.19
C: -0.66 -4.07 -5.56
O: -1.20 -5.24 -6.13
C: -2.52 -4.98 -6.36
O: -3.16 -5.73 -7.08
O: -2.87 -3.69 -5.92
H: -1.59 -2.14 -5.47
H: -1.95 -3.28 -4.12
H: -0.01 -4.27 -4.71
H: -0.12 -3.46 -6.28
C: 0.24 5.47 -2.74
C: 1.36 5.39 -1.71
O: 2.32 6.25 -2.28
C: 1.70 7.05 -3.17
O: 2.18 8.00 -3.74
O: 0.49 6.68 -3.36
H: -0.74 5.49 -2.25
H: 0.12 4.64 -3.43
H: 1.64 4.38 -1.40
H: 0.96 5.97 -0.88
C: -4.80 -1.37 -1.57
C: -3.87 -1.29 -2.79
O: -4.81 -1.47 -3.85
C: -6.05 -1.35 -3.36
O: -7.02 -1.26 -4.09
O: -6.09 -1.29 -2.09
H: -4.50 -0.70 -0.76
H: -4.77 -2.42 -1.30
H: -3.14 -2.10 -2.86
H: -3.31 -0.36 -2.77
C: 4.24 -1.91 -5.99
C: 2.88 -1.84 -5.32
O: 2.09 -2.60 -6.25
C: 2.92 -3.38 -7.02
O: 2.62 -4.23 -7.85
O: 4.23 -3.07 -6.77
H: 4.95 -2.10 -5.18
H: 4.38 -0.93 -6.44
H: 2.60 -0.81 -5.07
H: 3.00 -2.34 -4.36

Results of the Löwdin charge analysis, in e, for atoms 1 through 4:
1. Y 1.7647
2. C -0.3339
3. O -0.0866
4. O -0.3354

C28H45FeN2OP2 as an isolated structure. Source: the Open Molecules 2025 dataset; level of theory: ωB97M-V with the def2-TZVPD basis set.

Its spin multiplicity is 5. The calculation puts the relative energy (zero: lowest compared OMol25 entry of this formula, charge and spin) at 31.6 kJ/mol. The calculation puts the gap between HOMO and LUMO (alpha / beta) at 7.685 / 6.906 eV. Its expectation value of S² is 6.015. The value obtained for the LUMO energy (alpha / beta) is -1.88 / -2.72 eV. The calculation puts the total energy at -3224.9625 Eh. Its charge is +1.

Cartesian coordinates (Å):
Fe: 0.13 -0.05 -0.86
C: -3.49 0.25 -2.40
C: -3.46 -0.75 -1.24
C: -3.85 -0.04 0.05
P: -1.78 -1.49 -1.07
C: -1.78 -2.96 -2.18
C: -2.07 -2.60 -3.63
C: -0.44 -3.69 -2.06
C: -1.69 -2.14 0.62
C: -2.51 -3.18 1.04
C: -2.56 -3.57 2.37
C: -1.80 -2.86 3.29
C: -0.97 -1.82 2.90
C: -0.87 -1.45 1.55
N: -0.08 -0.42 1.06
C: 0.84 0.33 1.79
C: 1.67 -0.15 2.81
C: 2.59 0.68 3.43
C: 2.73 2.01 3.05
C: 1.94 2.50 2.03
C: 1.02 1.68 1.37
P: -0.07 2.27 0.04
C: -1.19 3.39 0.99
C: -2.15 4.17 0.10
C: -1.93 2.65 2.10
C: 0.85 3.42 -1.08
C: 2.31 3.01 -1.29
C: 0.13 3.43 -2.43
H: -4.50 0.66 -2.52
H: -3.20 -0.18 -3.36
H: -2.82 1.09 -2.20
H: -4.15 -1.58 -1.44
H: -3.09 0.69 0.33
H: -3.98 -0.72 0.89
H: -4.79 0.51 -0.10
H: -2.57 -3.62 -1.81
H: -1.39 -1.83 -3.99
H: -3.09 -2.25 -3.77
H: -1.94 -3.48 -4.26
H: 0.38 -3.02 -2.33
H: -0.42 -4.54 -2.75
H: -0.27 -4.07 -1.06
H: -3.15 -3.69 0.32
H: -3.20 -4.38 2.68
H: -1.85 -3.12 4.34
H: -0.42 -1.27 3.65
H: 1.59 -1.19 3.11
H: 3.21 0.27 4.22
H: 3.44 2.65 3.55
H: 2.04 3.54 1.73
H: -0.48 4.08 1.46
H: -2.82 3.50 -0.44
H: -1.64 4.80 -0.63
H: -2.77 4.82 0.72
H: -2.69 1.98 1.69
H: -2.44 3.37 2.74
H: -1.26 2.06 2.72
H: 0.81 4.42 -0.65
H: 2.39 1.96 -1.58
H: 2.92 3.15 -0.40
H: 2.74 3.61 -2.09
H: 0.23 2.46 -2.93
H: 0.58 4.18 -3.09
H: -0.93 3.65 -2.35
C: 4.36 0.43 -0.29
N: 4.09 -1.01 -0.23
C: 5.19 -1.89 0.13
C: 2.87 -1.45 -0.48
C: 2.52 -2.88 -0.22
O: 1.98 -0.66 -0.90
H: 5.18 0.65 0.39
H: 3.48 0.98 0.02
H: 4.64 0.73 -1.30
H: 6.12 -1.37 -0.08
H: 5.18 -2.80 -0.48
H: 5.17 -2.16 1.18
H: 3.23 -3.39 0.42
H: 2.43 -3.43 -1.16
H: 1.54 -2.88 0.27

Results of the Löwdin charge analysis, in e, for atoms 1 through 4:
1. Fe 0.6090
2. C -0.1160
3. C -0.5241
4. C -0.1012

charge of number 3 (C28H45FeN2OP2)?
+1

charge of number 1 (C28H45Cl2LuN2P)?
-1